[1]
174
Properties=species:S:1:pos:R:3 method="wB97M-V/def2-TZVPD" gap_ev=6.40 lumo_energy_ev=-2.6591 e_homo_ev=-9.06 total_charge=+1
Pb 0.1266 -0.9567 -4.2320
C 2.4346 -0.9508 0.5258
C 1.1326 -1.5358 -0.1926
C 0.1686 -2.2467 0.8145
C -0.7896 -1.2778 1.4856
C -1.6201 -0.5239 0.3841
C -0.7484 0.2895 -0.5164
N 0.3678 -0.5409 -1.0791
O 1.2129 0.0897 -2.0319
C -0.4110 1.6196 0.1973
C -1.6917 0.6651 -1.6963
C 1.4712 -2.7605 -1.1364
H 2.9066 -1.7075 1.1524
H 2.2347 -0.0513 1.1080
H 3.1579 -0.8144 -0.2781
H 0.6784 -2.6874 1.6713
H -0.4290 -3.0994 0.4922
H -0.3142 -0.6039 2.1984
H -1.4601 -1.8849 2.0938
H -2.4700 0.0104 0.8087
H -2.0766 -1.2819 -0.2525
H -1.2110 2.1911 0.6678
H 0.0573 2.4249 -0.3687
H 0.3916 1.5376 0.9303
H -2.6728 1.0093 -1.3693
H -1.7350 -0.1320 -2.4386
H -1.2231 1.4765 -2.2532
H 1.8251 -3.5063 -0.4247
H 2.3401 -2.6036 -1.7756
H 0.6289 -3.1551 -1.7047
C -3.1038 1.7791 -8.3478
C -3.9718 2.0592 -7.0942
C -4.3411 0.8306 -6.3465
C -3.2928 0.1758 -5.5420
N -2.3860 -0.2744 -4.9454
H -3.6478 1.6853 -9.2877
H -2.3878 0.9590 -8.2938
H -2.5493 2.7012 -8.5224
H -4.8625 2.6818 -7.1794
H -3.4177 2.6375 -6.3548
H -4.8569 0.1460 -7.0199
H -5.0409 1.0601 -5.5430
C -4.7089 -1.3516 -1.3495
C -4.8814 -2.8172 -1.9322
C -3.6472 -3.7101 -1.8394
C -2.4705 -3.0643 -2.4861
N -1.5316 -2.6158 -2.9863
H -3.8963 -0.9180 -1.9324
H -4.3847 -1.2888 -0.3107
H -5.6101 -0.7497 -1.4656
H -5.1497 -2.7530 -2.9867
H -5.7278 -3.3256 -1.4705
H -3.7014 -4.7210 -2.2434
H -3.4250 -3.9525 -0.8002
C 2.3740 -3.2056 6.0945
C 1.4806 -2.2695 5.2930
C -0.0084 -2.5507 5.3228
C -0.3868 -3.9474 5.2428
N -0.6260 -5.0915 5.1652
H 2.3024 -3.1184 7.1787
H 3.4381 -3.0298 5.9369
H 2.2609 -4.2471 5.7933
H 1.7361 -2.1524 4.2399
H 1.5989 -1.2580 5.6815
H -0.5990 -1.9105 4.6675
H -0.2453 -2.3714 6.3715
C -5.7480 4.0567 3.3962
C -4.2533 3.7831 3.0629
C -3.7301 4.5689 1.8893
C -3.6501 6.0210 2.1028
N -3.5865 7.1792 2.2962
H -5.8665 5.0361 3.8597
H -6.2616 3.2261 3.8804
H -6.2203 4.2304 2.4293
H -4.2041 2.7191 2.8317
H -3.6235 3.9228 3.9415
H -4.2781 4.3852 0.9652
H -2.7027 4.3466 1.6012
C -3.7432 5.8393 -2.4662
C -2.5160 4.9897 -2.7308
C -2.5099 4.1584 -4.0457
C -2.6607 4.9547 -5.2819
N -2.6947 5.6200 -6.2151
H -4.0338 6.4283 -3.3360
H -3.5413 6.5593 -1.6731
H -4.5500 5.1791 -2.1479
H -2.5162 4.3153 -1.8745
H -1.5554 5.4955 -2.6338
H -3.3196 3.4294 -4.0116
H -1.5654 3.6428 -4.2196
C 5.1917 -0.6839 -2.8502
C 5.7393 -0.5574 -4.2824
C 4.7522 -1.1203 -5.3117
C 3.3867 -0.5928 -5.3807
N 2.3289 -0.1905 -5.4962
H 5.0632 -1.6836 -2.4352
H 4.2658 -0.1357 -2.6764
H 5.9294 -0.2740 -2.1605
H 6.7607 -0.9062 -4.4346
H 5.9567 0.4675 -4.5830
H 4.7139 -2.2094 -5.2896
H 5.1966 -0.8816 -6.2780
C 4.8130 -5.0256 -3.0194
C 3.8611 -5.8350 -3.8947
C 2.3400 -5.4856 -3.6482
C 1.9124 -4.1652 -4.0596
N 1.4877 -3.1333 -4.3585
H 4.3040 -4.8320 -2.0752
H 4.8947 -4.0826 -3.5600
H 5.8336 -5.3939 -2.9156
H 3.9216 -6.9111 -3.7317
H 4.1352 -5.7637 -4.9472
H 2.0807 -5.6408 -2.6009
H 1.7012 -6.1381 -4.2435
N -4.7562 -5.2438 3.6672
C -3.6891 -4.6406 3.1154
C -4.1432 -3.8101 2.1481
C -5.5130 -3.9273 1.9699
C -5.8790 -4.8075 2.9991
H -4.7264 -5.9021 4.4326
H -2.6630 -4.8032 3.4106
H -3.5508 -3.0748 1.6238
H -6.1773 -3.5018 1.2323
H -6.8933 -5.0849 3.2455
N -0.7923 2.4062 6.4729
C -1.0137 1.1154 6.0743
C -1.1236 1.0786 4.6411
C -1.1573 2.4438 4.2414
C -0.8918 3.2339 5.3816
H -0.7160 2.7988 7.4003
H -0.9545 0.3335 6.8169
H -1.2713 0.1995 4.0314
H -1.2826 2.8136 3.2345
H -0.7470 4.2977 5.4995
N 3.2069 2.1095 -1.2274
C 4.0053 2.5857 -0.2450
C 4.6441 3.6770 -0.7893
C 4.2255 3.8926 -2.0595
C 3.3088 2.9135 -2.3532
H 2.5449 1.3487 -1.1722
H 4.0099 2.0849 0.7119
H 5.3270 4.2026 -0.1382
H 4.6615 4.6293 -2.7180
H 2.8126 2.6431 -3.2735
N 1.6188 4.7334 0.3550
C 0.7982 5.7180 -0.0800
C -0.2183 5.7631 0.8843
C 0.0756 4.8860 1.9190
C 1.2254 4.1907 1.5512
H 2.4957 4.4692 -0.0708
H 0.8789 6.3086 -0.9806
H -1.0014 6.5067 0.8719
H -0.5466 4.7546 2.7919
H 1.7958 3.3948 2.0069
N 2.1316 1.6742 4.2680
C 2.6358 2.9436 4.2866
C 3.9607 2.9129 3.8279
C 4.2423 1.5769 3.6117
C 3.1076 0.8252 3.8605
H 1.1429 1.4731 4.2220
H 1.9531 3.7314 4.5688
H 4.6705 3.7145 3.6867
H 5.1823 1.1737 3.2651
H 3.1325 -0.2497 3.7581
N 4.6596 -3.7091 2.9629
C 5.5987 -4.4468 3.6175
C 5.1248 -5.7447 3.7869
C 3.9642 -5.8773 3.0525
C 3.6512 -4.5810 2.6296
H 4.7338 -2.7304 2.7247
H 6.5638 -4.0693 3.9217
H 5.6790 -6.4703 4.3637
H 3.2887 -6.7084 2.9129
H 2.7968 -4.1024 2.1743

***

[2]
113
Properties=species:S:1:pos:R:3 method="wB97M-V/def2-TZVPD" gap_ev=10.44 lumo_energy_ev=0.3016 e_homo_ev=-10.14 smiles="CCCCCCCCCCC[SiH2]P(=O)(O)O.CCOC(=O)C(F)(F)F.CCOC(=O)C(F)(F)F.CCOC(=O)C(F)(F)F.CCOC(=O)C(F)(F)F.CCOC(=O)C(F)(F)F"
C 6.2745 -3.4118 2.6221
C 7.0650 -2.6440 1.5502
C 7.0121 -3.3078 0.1443
C 6.0606 -2.5797 -0.8041
C 4.5883 -2.7597 -0.3795
C 3.8629 -1.4370 -0.0999
C 2.4376 -1.6999 0.3790
C 1.5842 -0.4224 0.5545
C 0.7056 -0.4707 1.8197
C -0.4524 -1.4652 1.7377
C -0.1353 -2.9081 2.1546
Si -1.6363 -4.0516 2.0399
P -1.3725 -5.2789 0.1703
O -2.5364 -6.1070 -0.1669
O -0.9130 -4.3581 -1.0741
O -0.0618 -6.1649 0.4998
H 6.5983 -3.0638 3.6056
H 5.2062 -3.2088 2.5777
H 6.4901 -4.4755 2.5351
H 8.1105 -2.6284 1.8599
H 6.6871 -1.6228 1.4787
H 6.7376 -4.3571 0.2656
H 8.0260 -3.2763 -0.2614
H 6.1807 -3.0155 -1.7980
H 6.2897 -1.5139 -0.8217
H 4.0023 -3.3006 -1.1286
H 4.5134 -3.3522 0.5346
H 4.4012 -0.9238 0.7032
H 3.8637 -0.8038 -0.9907
H 1.9386 -2.3801 -0.3176
H 2.5148 -2.1830 1.3564
H 2.2032 0.4742 0.5525
H 0.8863 -0.3817 -0.2868
H 0.2618 0.5234 1.9226
H 1.3545 -0.6559 2.6788
H -1.2265 -1.1157 2.4281
H -0.9234 -1.4506 0.7492
H 0.6457 -3.3775 1.5533
H 0.2225 -2.9380 3.1869
H -1.6255 -5.0398 3.1349
H -2.9112 -3.3149 1.9980
H -0.0674 -3.9245 -0.8967
H 0.2547 -6.5780 -0.3158
C -3.8787 -3.5452 -2.1610
C -5.2133 -3.4665 -2.8652
O -5.3006 -2.2988 -3.7149
C -4.7021 -2.3843 -4.8890
O -4.1036 -3.3179 -5.3337
C -4.9191 -1.0743 -5.6682
F -4.6862 -0.0024 -4.9072
F -6.1869 -0.9997 -6.1057
F -4.1172 -1.0086 -6.7251
H -3.6875 -2.6261 -1.6031
H -3.8643 -4.3892 -1.4718
H -3.0628 -3.6713 -2.8708
H -6.0205 -3.3549 -2.1450
H -5.4129 -4.3628 -3.4509
C -6.6242 -0.0291 -8.9398
C -7.9902 0.0035 -9.5883
O -8.1581 1.1785 -10.4119
C -7.6041 1.1322 -11.6154
O -6.9894 0.2249 -12.0890
C -7.9027 2.4404 -12.3722
F -7.6759 3.5099 -11.6007
F -9.1851 2.4677 -12.7510
F -7.1441 2.5407 -13.4541
H -6.4489 0.8860 -8.3723
H -6.5485 -0.8783 -8.2743
H -5.8368 -0.1091 -9.6893
H -8.7682 0.0719 -8.8308
H -8.1792 -0.8912 -10.1799
C 7.8413 0.3469 7.9346
C 6.7412 1.3090 7.5404
O 6.4160 1.1783 6.1359
C 5.6338 0.1641 5.8136
O 5.1644 -0.6515 6.5507
C 5.3582 0.1897 4.2992
F 6.4795 0.3810 3.5984
F 4.5121 1.1831 3.9965
F 4.8125 -0.9537 3.9002
H 8.7166 0.4873 7.2995
H 8.1296 0.5099 8.9726
H 7.5158 -0.6870 7.8252
H 7.0704 2.3370 7.6663
H 5.8507 1.1620 8.1323
C 5.9359 6.6489 12.7496
C 5.0071 6.0580 11.7121
O 5.5997 4.9121 11.0641
C 5.5538 3.7747 11.7390
O 5.0748 3.5924 12.8172
C 6.1930 2.6555 10.8972
F 7.3589 3.0444 10.3673
F 5.3771 2.3152 9.8855
F 6.4159 1.5734 11.6279
H 6.8988 6.8959 12.3017
H 5.4999 7.5544 13.1694
H 6.1178 5.9457 13.5612
H 4.8211 6.7726 10.9137
H 4.0457 5.7795 12.1416
C -8.2033 3.7798 -8.2655
C -7.1053 4.2705 -7.3487
O -7.5808 5.2888 -6.4438
C -8.2537 4.8579 -5.3887
O -8.5020 3.7233 -5.1075
C -8.6581 6.0575 -4.5112
F -9.1783 7.0438 -5.2461
F -7.5850 6.5376 -3.8711
F -9.5562 5.6944 -3.6050
H -8.6513 4.6140 -8.8063
H -7.8046 3.0704 -8.9850
H -8.9968 3.2896 -7.7013
H -6.3130 4.7449 -7.9235
H -6.6596 3.4547 -6.7796

***

[3]
23
Properties=species:S:1:pos:R:3 method="wB97M-V/def2-TZVPD" gap_ev=7.71 lumo_energy_ev=-5.4435 relative_energy_ev=1.877 e_homo_ev=-13.15 total_charge=+1
C 1.5256 -0.1521 -1.4395
C 1.6213 0.4132 0.9411
C 0.1737 -0.0364 -1.4677
C 0.2784 0.5756 0.9011
C 2.3058 -0.0105 -0.2740
C -0.3972 0.2965 -0.2894
C 3.7685 -0.2811 -0.3646
C -2.6285 -1.6934 0.9307
N -2.9860 1.6460 0.4502
O -2.7033 0.3128 -1.6438
F -1.3932 -2.0202 1.3319
F -3.2349 -1.2648 2.0049
F -3.2344 -2.5785 0.2228
S -2.2461 0.3784 -0.2902
H 2.1585 -0.2524 -2.4575
H 2.3026 0.6988 1.7388
H -0.3268 -0.0678 -2.4172
H -0.2646 0.9747 1.7731
H 3.9517 -0.6128 -1.3909
H 4.3053 0.5718 -0.0384
H 3.8556 -1.0901 0.3782
H -3.1518 1.8922 1.4034
H -3.6805 2.2998 -0.0032

***

[4]
13
Properties=species:S:1:pos:R:3 method="wB97M-V/def2-TZVPD" gap_ev=9.25 lumo_energy_ev=0.7029 relative_energy_ev=7.682 e_homo_ev=-8.55
C 0.4510 0.6055 1.0930
C -0.8843 0.2566 0.4969
C 0.6009 -1.1523 -0.8151
C 0.1258 -0.7585 0.6221
H 0.8007 0.9209 -0.7993
H 0.3322 0.4342 2.1056
H -2.0163 0.0982 0.8948
H -1.1342 1.1283 -1.8717
H 1.2135 -2.0150 -1.2032
H -0.1429 -1.4305 1.5214
N -0.6703 0.6360 -0.9329
N 0.0820 -0.2576 -1.5822
O 1.2419 1.5342 0.4706

***

[5]
53
Properties=species:S:1:pos:R:3 method="wB97M-V/def2-TZVPD" gap_ev=9.73 lumo_energy_ev=-0.7434 relative_energy_ev=0.242 e_homo_ev=-10.47
Hg 0.0425 -0.8819 0.0034
N 1.8154 -0.7736 -1.3804
S 2.1851 0.5468 -2.0900
O 2.9974 0.4644 -3.2686
O 2.3805 1.6413 -1.1660
F 0.6857 0.8719 -2.5916
S 3.3629 -1.5074 -1.4038
O 4.4785 -0.7218 -0.9404
O 3.4220 -2.5581 -2.3865
F 3.0476 -2.3765 -0.0936
N -1.8085 -1.3043 -1.2350
S -1.9154 -1.5495 -2.9432
O -2.0790 -0.2896 -3.5985
O -2.5090 -2.7457 -3.4626
F -0.3494 -1.8638 -3.0706
S -3.2759 -1.7750 -0.8993
O -3.5746 -3.1342 -0.5636
O -4.3405 -1.0675 -1.6215
F -3.3506 -0.9896 0.5255
C -1.2166 -3.1263 2.3845
C 0.0982 -3.5793 1.7821
O 0.1651 -3.2466 0.3902
O -1.2069 -1.6860 2.2282
H -1.1363 -3.4510 3.4264
H -2.1068 -3.5169 1.8926
H 0.2552 -4.6473 1.9608
H 0.9664 -3.1297 2.2648
H -0.1456 -3.9857 -0.1465
H -1.8336 -1.3832 2.8984
C 2.8384 -0.3718 2.0895
O 1.5484 0.0183 1.6729
C 1.1868 1.3281 2.1484
C -0.2615 1.5624 1.7067
N -0.4396 1.3707 0.2627
C -1.7057 1.9585 -0.2422
C -1.5391 3.4441 -0.5989
O -0.2150 3.5926 -1.0307
C 0.0634 4.8665 -1.5532
H 3.6634 0.0133 1.4845
H 2.8927 -1.4610 2.0510
H 3.0295 -0.0969 3.1334
H 1.8901 2.0727 1.7741
H 1.2242 1.2840 3.2395
H -0.4058 2.6199 1.9617
H -0.9543 0.9437 2.2692
H 0.2686 1.9236 -0.2394
H -2.4467 1.8507 0.5530
H -2.0353 1.3417 -1.0755
H -1.8893 4.2208 0.0892
H -2.2360 3.6012 -1.4361
H -0.4570 5.0028 -2.5066
H 1.1101 5.0266 -1.8131
H -0.1843 5.6534 -0.8354

***

[6]
8
Properties=species:S:1:pos:R:3 method="wB97M-V/def2-TZVPD" gap_ev="6.95 / 6.95" lumo_energy_ev="-1.2031 / -1.2029" relative_energy_ev=6.190 e_homo_ev="-8.15 / -8.15"
C -0.1340 0.5565 0.1452
C 3.5680 0.0929 -0.0985
C 1.9377 1.8571 -0.0173
O 1.3549 2.7588 0.4496
S 1.0972 0.5304 -0.8916
S 3.7139 1.7613 -0.0987
Br 5.1285 -0.8293 0.1430
H -1.1363 -0.0134 0.1122

***

[7]
12
Properties=species:S:1:pos:R:3 method="wB97M-V/def2-TZVPD" gap_ev=7.89 lumo_energy_ev=-0.3516 relative_energy_ev=3.864 e_homo_ev=-8.24
C -0.5905 1.5332 -0.4248
C -1.9162 -0.1702 0.4758
C 0.6130 0.9747 -0.2238
N -1.7646 1.0394 -0.0924
N -1.0195 -1.0748 0.5539
N 2.6427 -0.5978 -0.4960
S 1.8299 0.4334 0.6285
H -0.6357 2.4484 -1.0135
H -2.9525 -0.3122 0.8249
H -1.3384 -1.9557 0.9479
H 1.9777 -0.9853 -1.1579
H 3.1541 -1.3330 -0.0225

***

[8]
45
Properties=species:S:1:pos:R:3 method="wB97M-V/def2-TZVPD" gap_ev=7.48 lumo_energy_ev=2.5610 e_homo_ev=-4.91 total_charge=-1
O 1.4221 3.1711 -2.0805
C 1.5539 3.4319 -3.3228
O 2.4461 2.8663 -4.1966
C 0.5171 4.5293 -3.9404
C -0.8380 3.6886 -4.2480
O -0.8644 2.9292 -5.2340
Cl -2.2247 3.9651 -3.0741
H 0.3516 5.3661 -3.1810
H 0.9056 4.9783 -4.9309
C 2.0124 0.8617 1.0773
C 1.2045 1.9371 0.7189
C 0.2619 2.4283 1.6181
C 0.1339 1.8504 2.8789
C 0.9445 0.7777 3.2378
C 1.8808 0.2803 2.3360
H 2.7448 0.4765 0.3754
H 1.3089 2.3924 -0.2626
H -0.3726 3.2622 1.3366
H -0.5979 2.2369 3.5813
H 0.8459 0.3283 4.2213
H 2.5092 -0.5598 2.6141
C 3.7602 -3.5022 2.2437
C 4.4553 -4.6877 2.4622
C 3.8717 -5.9078 2.1352
C 2.5956 -5.9416 1.5800
C 1.9021 -4.7558 1.3581
C 2.4821 -3.5362 1.6938
H 4.2143 -2.5511 2.5019
H 5.4529 -4.6608 2.8887
H 4.4112 -6.8324 2.3118
H 2.1422 -6.8926 1.3204
H 0.9080 -4.7821 0.9238
H 1.9391 -2.6123 1.5257
C -5.1212 -0.4589 -0.1762
C -5.8158 0.0038 -1.2898
C -5.2204 0.9215 -2.1504
C -3.9256 1.3694 -1.9025
C -3.2298 0.9036 -0.7908
C -3.8285 -0.0070 0.0748
H -5.5869 -1.1719 0.4966
H -6.8228 -0.3506 -1.4868
H -5.7646 1.2872 -3.0150
H -3.4580 2.0817 -2.5758
H -2.2196 1.2517 -0.5986
H -3.2876 -0.3655 0.9442

***

Computed E (eV) in order:
-92975.13771; -117541.05115; -30956.45952; -9265.82022; -96057.77188; -96881.11756; -18494.03419; -40767.29051